Record 1
# C19H53N9O3P3S

A 3-piece molecular cluster, C19H53N9O3P3S overall in a non-equilibrium geometry (ωB97M-V/def2-TZVPD, OMol25).

Each line ends with the Mulliken charge.
Element x y z (Å)
C  3.818  -2.690  1.463  -1.23
C  3.066  -2.592  0.124  -0.26
S  1.344  -2.258  0.552  0.03
C  0.379  -2.383  -0.968  -0.77
N  -0.812  -3.243  -0.824  0.00
C  -1.733  -3.077  0.065  0.07
N  -1.706  -2.072  1.033  -0.03
C  -2.148  -2.767  2.248  -0.53
C  -3.144  -3.851  1.711  -0.55
N  -2.870  -3.809  0.245  0.13
P  -3.145  -5.200  -0.779  0.00
C  -4.463  -6.080  0.126  -0.93
O  -1.811  -6.178  -0.641  -0.47
H  4.803  -3.123  1.335  0.38
H  3.848  -1.693  1.900  0.31
H  3.208  -3.285  2.144  0.31
H  3.215  -3.509  -0.444  0.41
H  3.488  -1.767  -0.446  0.21
H  0.041  -1.391  -1.258  0.23
H  0.967  -2.748  -1.804  0.44
H  -0.918  -3.982  -1.508  0.33
H  -2.252  -1.262  0.769  0.27
H  -2.562  -2.042  2.943  0.43
H  -1.289  -3.238  2.725  0.21
H  -2.967  -4.794  2.211  0.32
H  -4.126  -3.408  1.857  0.41
H  -4.081  -6.723  0.916  0.32
H  -5.134  -5.331  0.551  0.31
H  -5.049  -6.646  -0.594  0.36
H  -1.906  -6.852  -1.324  0.33
O  -2.790  0.631  4.472  -0.86
P  -1.774  1.725  4.271  0.71
N  -0.335  0.901  4.681  0.15
C  0.862  1.496  5.233  -0.82
C  -0.010  -0.149  3.734  -0.90
N  -2.287  2.801  5.539  0.26
C  -1.741  2.650  6.883  -1.11
C  -3.745  2.905  5.619  -1.11
N  -0.996  3.023  3.353  0.07
C  -0.772  4.346  3.915  -0.85
C  -1.587  3.161  2.006  -0.91
H  1.448  2.056  4.489  0.31
H  1.503  0.706  5.629  0.34
H  0.653  2.152  6.072  0.17
H  0.432  0.249  2.806  0.38
H  -0.906  -0.706  3.469  -0.15
H  0.690  -0.863  4.174  0.43
H  -1.729  1.608  7.225  0.35
H  -2.330  3.234  7.590  0.38
H  -0.732  3.060  6.953  0.28
H  -4.194  2.059  6.149  0.32
H  -4.190  2.946  4.623  0.35
H  -4.018  3.825  6.138  0.37
H  -1.693  4.885  4.147  0.28
H  -0.211  4.930  3.181  0.42
H  -0.152  4.301  4.808  0.24
H  -2.599  3.582  2.040  0.34
H  -1.646  2.181  1.520  0.20
H  -0.968  3.797  1.372  0.37
O  1.537  0.005  -3.289  -0.62
P  1.846  1.110  -4.265  0.48
N  0.388  1.173  -5.151  0.13
C  0.255  1.575  -6.535  -0.80
C  -0.743  1.661  -4.369  -1.07
N  3.108  0.303  -5.163  0.24
C  2.767  -0.522  -6.314  -1.16
C  4.016  -0.439  -4.291  -1.14
N  2.421  2.718  -4.718  0.03
C  3.426  2.923  -5.748  -0.87
C  2.774  3.521  -3.525  -1.05
H  0.342  2.662  -6.678  0.30
H  -0.728  1.273  -6.901  0.38
H  0.974  1.084  -7.183  0.13
H  -0.719  2.755  -4.258  0.33
H  -0.739  1.217  -3.372  0.21
H  -1.684  1.381  -4.844  0.38
H  1.923  -1.196  -6.121  0.35
H  3.627  -1.126  -6.606  0.39
H  2.543  0.087  -7.191  0.30
H  3.606  -1.410  -3.991  0.31
H  4.235  0.125  -3.382  0.34
H  4.963  -0.608  -4.807  0.40
H  4.403  2.503  -5.498  0.28
H  3.544  4.000  -5.887  0.42
H  3.103  2.524  -6.707  0.25
H  3.690  3.160  -3.043  0.34
H  1.966  3.476  -2.789  0.34
H  2.911  4.569  -3.789  0.37

Atoms 1-2, force components in eV/Å:
-1.1467 0.3059 -0.1301
0.7177 -0.1000 -0.1353

The LUMO energy is -2.75 eV. The frontier orbital gap comes out at 0.272 hartree. Its net charge is +1.

Record 2
# C19H54Cl2N2O17S2V

C19H54Cl2N2O17S2V as an isolated structure in a non-equilibrium geometry (ωB97M-V/def2-TZVPD, OMol25).

Each line ends with the Mulliken charge.
Element x y z (Å)
V  27.973  -10.189  8.129  0.47
S  30.882  -11.904  8.417  1.12
O  30.398  -13.108  9.191  -1.09
O  31.939  -11.224  9.093  -0.85
O  31.637  -12.117  7.192  -0.38
O  29.810  -10.972  8.227  -0.29
S  27.153  -7.839  7.008  0.71
O  27.626  -6.554  7.511  -1.07
O  26.167  -7.671  5.918  -1.00
O  28.229  -8.668  6.582  -0.38
O  26.640  -8.670  8.103  0.58
Cl  22.175  -10.447  7.180  -0.22
C  23.134  -9.092  7.811  0.69
C  23.117  -7.825  6.927  0.23
Cl  21.473  -7.314  6.696  -0.25
H  24.184  -9.383  7.832  -0.89
H  22.817  -8.860  8.828  0.42
H  23.549  -8.012  5.944  0.07
H  23.802  -7.122  7.400  0.08
C  25.687  -6.432  10.030  -0.73
O  25.203  -7.738  10.032  -0.58
H  25.748  -5.892  9.085  0.25
H  24.950  -5.830  10.562  0.41
H  26.688  -6.387  10.459  0.15
H  25.698  -8.192  9.346  0.03
C  29.883  -4.989  9.648  -0.86
O  29.169  -6.209  9.587  -0.37
H  30.769  -5.013  9.013  0.22
H  29.183  -4.195  9.388  0.29
H  30.146  -4.723  10.672  0.29
H  28.569  -6.151  8.839  0.38
C  28.045  -15.557  10.025  -0.83
O  28.271  -14.208  10.333  -0.22
H  27.124  -15.926  10.475  0.26
H  28.008  -15.771  8.957  0.27
H  28.846  -16.134  10.488  0.31
H  29.061  -13.826  9.943  0.36
C  29.238  -9.824  10.999  -0.95
O  28.675  -8.982  9.976  -0.02
H  28.736  -9.676  11.955  0.28
H  29.074  -10.873  10.751  0.11
H  30.279  -9.548  11.164  0.38
H  28.916  -8.079  10.198  0.11
C  24.904  -10.474  4.186  -0.23
O  25.103  -9.061  4.014  -0.58
H  25.699  -10.905  4.794  -0.17
H  24.013  -10.768  4.741  0.20
H  24.836  -10.977  3.221  0.35
H  25.314  -8.639  4.850  0.42
C  26.105  -13.304  13.130  -0.85
O  26.347  -12.252  12.223  -0.20
C  25.294  -11.961  11.378  -0.97
C  25.855  -11.007  10.320  -0.24
N  26.906  -11.638  9.523  1.21
C  26.277  -12.489  8.508  -1.02
C  27.176  -12.849  7.311  -0.67
O  27.589  -11.671  6.605  0.77
C  28.321  -12.055  5.411  -1.52
H  26.945  -13.460  13.807  0.28
H  26.107  -14.303  12.694  0.24
H  25.279  -13.090  13.808  0.35
H  24.541  -11.473  11.997  0.54
H  24.871  -12.880  10.973  0.37
H  26.406  -10.250  10.877  0.13
H  25.071  -10.480  9.776  -0.19
H  27.327  -12.356  10.095  -0.01
H  25.492  -11.908  8.025  0.23
H  25.950  -13.431  8.948  0.29
H  26.536  -13.472  6.686  0.51
H  27.986  -13.405  7.783  0.30
H  28.526  -11.150  4.840  0.43
H  27.639  -12.400  4.634  0.40
H  29.261  -12.588  5.548  0.36
C  31.352  -8.252  7.994  -0.99
O  31.908  -9.239  7.142  -0.23
C  31.544  -9.057  5.787  -0.30
C  31.831  -10.356  5.013  -0.55
N  33.224  -10.848  5.160  -0.30
C  33.458  -12.148  4.470  -0.53
C  33.149  -12.238  2.943  -0.70
O  31.716  -12.326  2.735  -0.28
C  31.288  -13.723  2.633  -0.82
H  31.559  -8.547  9.023  0.21
H  30.270  -8.139  7.927  0.24
H  31.790  -7.261  7.869  0.45
H  32.199  -8.248  5.466  0.43
H  30.536  -8.788  5.470  0.04
H  31.604  -10.136  3.969  0.61
H  31.017  -11.022  5.299  -0.09
H  33.712  -10.184  4.576  0.30
H  32.857  -12.865  5.030  0.20
H  34.513  -12.411  4.546  0.39
H  33.746  -13.003  2.446  0.44
H  33.529  -11.293  2.555  0.35
H  31.096  -14.139  3.622  0.29
H  31.933  -14.405  2.077  0.33
H  30.316  -13.802  2.147  0.29

Atoms 1-2, force components in eV/Å:
1.4727 0.1580 0.5049
5.2682 -1.4677 0.7386

The spin multiplicity is 4. The LUMO energy (alpha / beta) is 3.99 / 3.99 eV. As for the expectation value of S²: 3.7540. The frontier orbital gap (alpha / beta) comes out at 0.192 / 0.194 hartree. Its net charge is -2.

Record 3
# C19H54O11

A 8-piece molecular cluster, C19H54O11 overall in a non-equilibrium geometry (ωB97M-V/def2-TZVPD, OMol25).

Each line ends with the Mulliken charge.
Element x y z (Å)
C  -1.284  -13.996  11.022  -0.97
C  -0.743  -12.699  10.494  0.80
C  -1.216  -12.494  9.029  -1.47
O  -1.265  -11.588  11.182  -0.49
H  -0.777  -14.312  11.948  0.38
H  -1.127  -14.816  10.247  0.40
H  -2.380  -13.925  11.336  -0.05
H  0.385  -12.703  10.546  0.12
H  -0.961  -13.373  8.438  0.40
H  -0.838  -11.637  8.446  0.34
H  -2.296  -12.317  9.054  0.30
H  -1.307  -11.833  12.134  0.31
C  -9.891  -8.850  10.451  -1.47
C  -8.751  -9.841  10.219  0.63
C  -7.488  -9.318  10.873  -1.30
O  -9.039  -11.100  10.795  -0.39
H  -10.830  -9.158  9.951  0.36
H  -9.676  -7.894  10.059  0.45
H  -10.147  -8.747  11.471  0.36
H  -8.597  -10.058  9.212  0.28
H  -7.223  -8.269  10.622  0.41
H  -6.575  -9.899  10.617  0.27
H  -7.573  -9.342  11.972  0.26
H  -9.875  -11.501  10.583  0.20
C  -4.392  -16.216  9.792  -1.25
C  -5.758  -16.026  10.188  0.39
C  -6.404  -17.359  10.655  -1.16
O  -5.971  -14.980  11.131  -0.24
H  -3.933  -15.215  9.623  0.18
H  -4.360  -16.770  8.852  0.48
H  -3.863  -16.668  10.630  0.22
H  -6.388  -15.683  9.355  0.34
H  -5.893  -17.817  11.533  0.22
H  -6.521  -18.135  9.870  0.42
H  -7.426  -17.126  10.932  0.25
H  -5.620  -15.234  12.026  0.09
O  -11.044  -13.163  10.267  -0.53
C  -10.333  -14.383  10.466  -0.49
C  -9.703  -14.227  11.883  0.09
O  -8.780  -15.270  12.187  -0.38
H  -11.780  -13.066  9.655  0.26
H  -11.021  -15.263  10.528  0.28
H  -9.725  -14.682  9.608  0.30
H  -10.500  -14.366  12.618  0.27
H  -9.326  -13.265  11.976  -0.10
H  -7.813  -15.107  12.016  0.28
O  -5.110  -16.146  13.840  -0.18
C  -4.032  -16.048  14.732  -0.51
C  -2.934  -15.334  14.005  -0.60
O  -3.272  -13.965  13.652  -0.22
H  -5.954  -16.264  14.279  0.09
H  -4.318  -15.476  15.612  0.36
H  -3.674  -17.028  15.052  0.36
H  -2.662  -15.891  13.071  0.14
H  -2.020  -15.338  14.587  0.48
H  -4.158  -13.805  13.336  0.22
O  -2.056  -11.430  14.057  -0.44
C  -1.165  -11.196  15.100  -0.38
C  -1.896  -10.711  16.276  -0.45
O  -2.729  -9.567  15.939  -0.57
H  -2.490  -12.270  14.045  0.42
H  -0.548  -12.064  15.345  0.36
H  -0.495  -10.450  14.725  0.31
H  -1.133  -10.450  17.020  0.35
H  -2.582  -11.468  16.670  0.22
H  -3.240  -9.873  15.176  0.33
C  -7.478  -16.675  16.869  -1.07
C  -8.500  -16.552  15.704  -0.24
O  -7.785  -16.732  14.488  -0.51
H  -7.264  -15.709  17.318  0.30
H  -6.534  -17.054  16.589  0.29
H  -7.828  -17.414  17.636  0.30
H  -8.987  -15.617  15.759  0.31
H  -9.307  -17.343  15.764  0.36
H  -8.335  -16.533  13.705  0.22
C  -7.367  -12.409  14.770  -1.08
C  -6.615  -11.832  13.517  0.50
O  -5.727  -12.875  12.989  -0.36
H  -7.659  -13.436  14.609  0.09
H  -8.239  -11.762  14.909  0.43
H  -6.861  -12.421  15.778  0.32
H  -6.074  -10.908  13.824  0.28
H  -7.366  -11.464  12.858  -0.55
H  -5.821  -12.869  12.045  0.07

Atoms 1-2, force components in eV/Å:
-0.9115 -1.5791 0.2186
0.3911 0.8831 -1.5936

The SMILES is CC(C)O.CC(C)O.CC(C)O.OCCO.OCCO.OCCO.CCO.CCO. The LUMO energy is 0.47 eV. The frontier orbital gap comes out at 0.367 hartree. Its net charge is 0.

Number 1: M 580.682 g/mol, DFT total energy -78810.3087 eV. Number 2: M 768.622 g/mol, DFT total energy -130768.8329 eV. Number 3: M 458.630 g/mol, DFT total energy -43098.6459 eV.